DFT (ωB97M-V with the def2-TZVPD basis set) results for a molecular structure, C49H48As2ClHfIN7O9S.

Results
- HOMO: -14.8 eV
- Relative energy (zero: lowest compared OMol25 entry of this formula, charge and spin): 4.6 kcal per mole
- Net charge: +3
- Gap between HOMO and LUMO: 7.20 eV

Geometry (Å):
Hf: -0.80 -0.93 1.04
C: -0.77 -4.10 0.37
C: -2.22 -4.46 0.49
C: -3.12 -3.43 1.10
C: -4.45 -3.81 1.15
C: -5.40 -3.04 1.78
C: -4.97 -1.89 2.43
C: -3.65 -1.51 2.29
N: -2.68 -2.25 1.63
N: -0.41 -2.85 -0.34
C: 1.05 -2.86 -0.56
C: 1.71 -3.11 0.74
C: 2.68 -4.14 0.90
C: 3.04 -4.45 2.20
C: 2.46 -3.77 3.29
C: 1.62 -2.73 3.03
N: 1.21 -2.39 1.77
C: -1.11 -2.79 -1.64
C: -1.44 -1.41 -2.09
C: -2.01 -1.13 -3.31
C: -2.40 0.18 -3.59
C: -2.09 1.21 -2.71
C: -1.48 0.83 -1.53
N: -1.22 -0.44 -1.17
H: -0.38 -4.01 1.38
H: -0.25 -4.93 -0.13
H: -2.66 -4.79 -0.46
H: -2.19 -5.34 1.19
H: -4.68 -4.76 0.68
H: -6.44 -3.38 1.82
H: -5.66 -1.22 2.92
H: -3.30 -0.57 2.72
H: 1.30 -3.64 -1.28
H: 1.32 -1.89 -0.98
H: 3.06 -4.64 0.03
H: 3.76 -5.22 2.35
H: 2.76 -4.02 4.30
H: 1.23 -2.17 3.86
H: -0.49 -3.31 -2.38
H: -1.99 -3.37 -1.56
H: -2.28 -1.93 -3.97
H: -2.93 0.39 -4.51
H: -2.29 2.28 -2.92
H: -1.29 1.59 -0.76
Cl: -5.91 4.90 0.16
C: -4.86 3.57 0.56
C: -3.81 3.80 1.37
C: -2.89 2.73 1.62
I: -1.36 3.30 2.91
C: -2.98 1.48 1.08
O: -1.95 0.62 1.26
C: -4.16 1.19 0.29
N: -4.30 -0.03 -0.35
C: -5.36 -0.18 -1.11
C: -6.34 0.81 -1.38
C: -6.19 2.02 -0.77
C: -5.08 2.25 0.07
H: -3.63 4.77 1.81
H: -5.44 -1.16 -1.62
H: -7.23 0.56 -1.98
H: -6.92 2.84 -0.93
C: 1.47 -1.22 -5.65
O: 1.43 -0.01 -4.93
C: 1.59 -0.05 -3.59
O: 1.73 -1.07 -2.93
C: 1.42 1.30 -2.99
C: 1.88 2.49 -3.46
As: 3.76 2.28 -4.05
C: 4.35 4.12 -3.98
C: 4.28 1.64 -2.18
C: 3.51 1.26 -1.15
As: 1.51 1.12 -1.02
C: 1.29 2.93 -0.28
C: 3.96 0.78 0.18
O: 3.43 -0.21 0.65
O: 4.70 1.55 0.95
C: 5.12 2.91 0.68
C: 5.78 1.46 -2.20
O: 6.47 2.28 -2.74
O: 6.17 0.36 -1.55
C: 7.62 0.23 -1.42
C: 1.13 3.68 -3.02
O: -0.08 3.63 -2.84
O: 1.80 4.85 -2.89
C: 1.01 6.02 -2.74
H: 1.07 -1.02 -6.64
H: 0.78 -1.95 -5.19
H: 2.49 -1.64 -5.70
H: 3.78 4.62 -4.78
H: 5.44 4.10 -4.26
H: 4.21 4.56 -3.00
H: 1.93 3.60 -0.83
H: 1.65 2.81 0.76
H: 0.22 3.21 -0.27
H: 6.01 2.84 0.05
H: 5.36 3.38 1.63
H: 4.31 3.45 0.17
H: 7.73 -0.71 -0.89
H: 8.01 1.07 -0.84
H: 8.14 0.16 -2.34
H: 1.67 6.85 -2.48
H: 0.29 5.89 -1.94
H: 0.49 6.24 -3.66
N: 0.76 0.44 2.01
C: 0.35 0.04 3.35
N: -0.60 -0.85 3.38
C: -0.98 -1.14 4.68
C: -1.90 -2.11 5.07
C: -2.16 -2.24 6.43
C: -1.51 -1.44 7.36
C: -0.52 -0.53 7.00
C: -0.25 -0.42 5.66
S: 0.91 0.62 4.86
H: 0.53 1.42 1.88
H: 1.74 0.25 1.87
H: -2.36 -2.73 4.32
H: -2.89 -2.96 6.74
H: -1.75 -1.54 8.42
H: -0.04 0.11 7.75